Record 1
70
Properties=species:S:1:pos:R:3:forces:R:3:lowdin_charge:R:1 method="wB97M-V/def2-TZVPD" lumo_energy_ha=0.063 relative_energy_kcal_mol=22.80 mol_weight_g_mol=868.6 charge=-1
Cs 1.511267 -0.560641 0.419303 0.94 0.34 1.62 1.299
C -1.778086 -2.627817 2.998674 -0.11 0.03 -0.06 -0.529
C -2.823798 -1.510476 2.917517 -0.02 -0.12 0.16 -0.516
S -2.337122 -0.139316 1.851888 0.10 0.04 -0.29 0.896
C -2.583307 1.323652 2.875941 0.09 0.05 0.21 -0.541
C -1.787606 1.442090 4.179850 -0.19 -0.04 -0.07 -0.533
S -0.000279 1.209403 3.999776 0.00 0.07 -0.03 0.843
C 0.298834 -0.025810 5.279056 0.01 -0.13 0.05 -0.554
C -0.420622 -1.365614 5.114114 0.08 0.05 0.14 -0.527
S -0.107219 -2.175085 3.525930 -0.07 0.02 -0.01 0.826
H -1.636634 -3.050324 2.000239 0.01 0.03 -0.01 0.059
H -2.166580 -3.415567 3.649177 0.04 -0.03 -0.02 0.075
H -3.075726 -1.131911 3.910195 0.02 0.04 -0.01 0.059
H -3.733284 -1.962794 2.516636 0.01 0.03 -0.02 0.076
H -3.641872 1.459562 3.115258 -0.01 -0.04 -0.03 0.073
H -2.308803 2.141227 2.206116 0.03 -0.03 -0.05 0.068
H -2.157529 0.711807 4.900164 0.05 -0.01 0.01 0.057
H -1.982913 2.427075 4.610141 0.03 0.00 0.00 0.068
H 0.052903 0.382092 6.263339 0.00 0.04 -0.03 0.077
H 1.378555 -0.176330 5.262010 0.00 0.02 -0.03 0.040
H -1.494852 -1.229836 5.232045 0.00 -0.02 -0.05 0.051
H -0.104479 -2.015930 5.934824 0.01 -0.02 -0.05 0.074
C -4.051437 -0.461005 -5.059350 -0.06 -0.01 -0.03 -0.028
C -2.535917 -0.412243 -5.215816 0.05 -0.04 -0.03 -0.318
C -2.068955 0.491835 -6.349979 -0.02 -0.04 0.00 -0.136
C -2.420252 1.942524 -6.054748 -0.01 0.02 -0.04 -0.138
C -1.924066 2.339192 -4.690960 0.03 -0.03 0.10 -0.134
C -1.679713 3.655559 -4.378111 0.00 0.01 0.03 0.039
C -1.211952 4.000040 -3.113634 0.01 0.02 0.00 -0.262
F -0.993962 5.313035 -2.861749 0.00 0.00 0.02 0.046
C -0.963824 3.068556 -2.150300 -0.03 -0.08 -0.07 0.071
C -1.200911 1.716791 -2.442651 0.02 0.15 0.08 -0.038
C -0.911949 0.720447 -1.389616 -0.10 -0.21 -0.06 -0.369
O -0.435153 1.090471 -0.309298 -0.70 0.49 -0.36 -0.246
C -1.212142 -0.652467 -1.743543 -0.20 -0.10 -0.17 -0.034
C -1.685315 -0.898472 -2.990668 0.00 -0.09 0.12 0.023
N -1.905487 0.020357 -3.966224 -0.01 -0.02 0.00 -0.003
C -1.684190 1.354800 -3.704393 0.00 0.04 -0.01 -0.082
C -1.049816 -1.922549 -0.851290 -0.01 0.29 -0.22 -0.748
O -2.094698 -2.410121 -0.402415 -0.12 -0.02 0.08 -0.025
O 0.129504 -2.326417 -0.729772 -0.87 -0.89 -0.54 -0.322
H -4.519981 -0.777827 -5.992907 0.00 -0.01 -0.01 0.084
H -4.454843 0.514109 -4.784230 0.02 0.02 0.00 0.082
H -4.333760 -1.164841 -4.276435 0.02 -0.01 0.01 0.085
H -2.163686 -1.421966 -5.401364 -0.03 0.02 -0.02 0.146
H -2.525793 0.163440 -7.284765 -0.01 -0.01 0.01 0.118
H -0.987299 0.385212 -6.456358 0.01 0.02 0.00 0.130
H -3.504229 2.081844 -6.109058 0.00 0.00 -0.01 0.116
H -1.986694 2.603969 -6.806471 0.01 -0.01 0.00 0.119
H -1.838400 4.436386 -5.111106 -0.01 0.01 -0.02 0.127
H -0.585111 3.329610 -1.172498 0.00 0.02 0.00 0.132
H -1.922691 -1.917618 -3.273436 -0.03 0.00 -0.03 0.151
N 4.154306 -0.126255 -0.246012 0.68 0.41 0.13 -0.071
C 4.824982 -0.549477 -1.087918 0.15 -0.12 -0.06 -0.255
C 5.622709 -1.079193 -2.098978 -0.08 0.03 -0.17 -0.312
C 5.083656 -1.232590 -3.389442 -0.06 -0.04 -0.25 -0.273
N 4.642672 -1.353706 -4.451587 -0.01 0.00 0.00 0.097
C 6.960317 -1.414828 -1.841602 0.34 -0.07 0.10 -0.278
N 8.063197 -1.688024 -1.624430 -0.01 0.00 0.00 0.090
I 4.645486 -2.947598 6.587780 0.02 -0.10 0.12 0.862
C 4.526036 -1.514341 5.092416 0.00 0.22 -0.23 -0.731
C 5.517692 -0.558277 4.927042 -0.01 -0.08 0.07 -0.140
C 5.369569 0.366706 3.908762 -0.05 0.02 -0.04 -0.049
C 4.236843 0.306664 3.108657 0.06 0.05 -0.04 -0.143
N 3.284602 -0.605166 3.270901 -0.03 -0.03 -0.05 0.047
C 3.433770 -1.504225 4.235039 0.01 -0.15 0.14 -0.241
H 6.384786 -0.545164 5.573805 0.01 0.01 -0.01 0.095
H 6.120345 1.122645 3.725620 0.02 -0.01 0.02 0.107
H 4.097424 1.003674 2.291270 0.01 -0.01 -0.02 0.094
H 2.653490 -2.252958 4.329615 -0.01 0.01 -0.01 0.069

Record 2
66
Properties=species:S:1:pos:R:3:forces:R:3:lowdin_charge:R:1 method="wB97M-V/def2-TZVPD" lumo_energy_ha="-0.023 / -0.023" relative_energy_kcal_mol=0.00 spin_multiplicity=2 mol_weight_g_mol=617.3 s2=0.755
Cu -2.342532 -0.714516 -0.836036 -0.23 -0.52 0.28 0.348
C -0.697207 -5.065360 2.142311 -0.10 0.09 -0.04 -0.394
S -2.310078 -4.257140 2.190825 0.01 0.02 0.09 0.840
C -2.214943 -3.157852 0.845782 0.01 -0.10 -0.14 -1.126
S -3.547797 -2.082296 0.681418 0.10 0.19 -0.14 0.617
N -1.179485 -3.260476 0.050785 0.14 -0.18 0.14 -0.042
N -1.192842 -2.324557 -0.925603 0.02 0.23 -0.33 -0.094
C -0.363869 -2.393001 -1.895484 -0.13 -0.17 0.24 -0.051
C -0.392258 -1.301894 -2.867631 0.06 0.05 -0.14 -0.235
C 0.579531 -1.153058 -3.847695 -0.08 -0.07 0.09 -0.007
C 0.515628 -0.051771 -4.681873 -0.06 0.05 -0.01 -0.043
C -0.512965 0.862643 -4.517156 0.07 -0.05 -0.01 -0.040
C -1.445791 0.635066 -3.518398 -0.01 0.05 -0.05 -0.096
N -1.395686 -0.422954 -2.723217 0.04 0.01 0.07 0.075
H -0.686381 -5.752799 2.985981 0.00 0.00 0.02 0.030
H 0.090050 -4.323678 2.255268 0.02 -0.01 0.00 0.029
H -0.570236 -5.611334 1.212879 0.03 -0.01 -0.02 0.031
H 0.351070 -3.204512 -1.974365 0.01 0.00 0.01 0.136
H 1.381861 -1.871851 -3.923350 0.03 -0.03 0.02 0.117
H 1.267405 0.097502 -5.444106 0.02 0.01 -0.03 0.114
H -0.592155 1.738727 -5.142206 -0.01 0.04 -0.03 0.107
H -2.263060 1.321649 -3.342951 -0.06 0.06 0.01 0.113
O -0.986922 0.418884 0.178380 -0.03 0.20 -0.02 -0.379
Si 0.501204 0.553202 0.728646 0.18 0.00 0.19 0.463
C 0.682065 -0.310608 2.391087 -0.02 0.04 -0.11 -0.224
C -0.470090 -0.713640 3.066641 -0.01 0.00 -0.02 -0.088
C -0.396953 -1.364529 4.290253 -0.03 -0.03 0.01 -0.088
C 0.839057 -1.626922 4.861608 -0.03 -0.02 0.02 -0.096
C 1.998205 -1.240488 4.203374 0.05 -0.01 0.03 -0.092
C 1.915510 -0.592322 2.980741 0.03 0.02 -0.01 -0.113
C 0.914477 2.389306 0.900354 0.03 -0.17 0.02 -0.216
C 0.448492 3.302191 -0.047068 -0.01 -0.03 -0.07 -0.116
C 0.731455 4.656425 0.049217 -0.01 0.03 -0.04 -0.096
C 1.494179 5.128069 1.106605 0.02 0.02 0.02 -0.099
C 1.970497 4.239087 2.058101 0.03 0.06 0.03 -0.088
C 1.681872 2.887059 1.951684 -0.01 0.00 0.04 -0.083
C 1.823373 -0.204472 -0.398071 -0.12 0.05 -0.03 -0.205
C 2.466394 0.548893 -1.380571 0.01 0.01 0.00 -0.087
C 3.417697 -0.014528 -2.220358 0.02 0.07 -0.02 -0.100
C 3.750047 -1.353598 -2.090397 0.04 -0.03 -0.04 -0.105
C 3.121196 -2.125227 -1.123490 0.01 -0.06 -0.02 -0.094
C 2.168730 -1.553955 -0.293393 0.01 0.02 0.08 -0.114
H -1.437244 -0.527434 2.616423 -0.07 -0.01 -0.03 0.087
H -1.306792 -1.672207 4.789537 -0.01 -0.02 0.02 0.102
H 0.900245 -2.135295 5.815057 0.00 -0.01 0.03 0.098
H 2.966383 -1.449160 4.641122 0.01 0.00 0.01 0.099
H 2.831263 -0.312531 2.471981 0.05 0.02 -0.03 0.105
H -0.139696 2.942611 -0.883835 -0.10 -0.02 -0.04 0.094
H 0.361273 5.344505 -0.700211 -0.02 0.02 -0.02 0.097
H 1.715271 6.183594 1.188617 0.01 0.04 0.01 0.098
H 2.564055 4.601026 2.887540 0.01 0.01 0.02 0.100
H 2.048127 2.208003 2.710415 0.04 -0.04 0.07 0.092
H 2.230051 1.600775 -1.483542 0.00 0.08 -0.01 0.097
H 3.909918 0.596916 -2.966222 0.02 0.01 -0.02 0.101
H 4.504684 -1.792460 -2.730421 0.02 -0.01 -0.02 0.100
H 3.383145 -3.169584 -1.008792 0.00 -0.04 0.00 0.103
H 1.692023 -2.165535 0.463302 -0.04 -0.06 0.05 0.100
N -3.093400 1.819888 -0.030022 -0.02 0.29 -0.11 0.019
C -3.833973 2.926365 -0.112093 -0.14 -0.06 0.03 -0.078
C -4.879716 2.658841 -0.977557 -0.02 -0.02 0.09 -0.061
C -4.675883 1.336442 -1.381316 0.00 0.10 -0.04 -0.128
N -3.575611 0.858011 -0.815737 0.06 -0.17 0.04 -0.066
H -2.175303 1.580912 0.398608 0.16 -0.03 -0.07 0.108
H -3.586476 3.804887 0.453724 0.04 0.09 0.04 0.120
H -5.682495 3.314328 -1.254772 -0.06 0.06 -0.03 0.092
H -5.268595 0.717736 -2.030325 -0.02 -0.05 -0.10 0.114